No. 1
Entry from the OMol25 dataset: a cluster of 2 separate species, C6H11I in total in a non-equilibrium geometry (ωB97M-V with the def2-TZVPD basis set).

Results
Orbital gap (alpha / beta)   0.279 / 0.315 hartree
F_max   3.32 eV/A
Relative energy (zero: lowest compared OMol25 entry of this formula, charge and spin)   104.14 kcal per mole

Element x y z (Å)
C (-1.16102, -0.76499, -0.09624)
C (-0.44300, -1.57767, 0.55562)
C (-2.25409, -0.91303, -1.09994)
C (0.99836, 0.99876, -1.56790)
C (2.43091, 1.04069, 0.56851)
C (1.91738, 0.33195, -0.60642)
I (2.97610, -1.55592, -1.01369)
H (-0.78403, 0.27306, -0.19677)
H (-0.49217, -2.43480, 1.17349)
H (-2.81816, -1.91048, -0.97367)
H (-3.04977, -0.09764, -0.82438)
H (-1.96729, -0.60296, -2.17808)
H (0.07959, 1.04706, -0.97346)
H (1.50398, 1.98410, -1.74171)
H (0.89021, 0.38362, -2.41407)
H (3.46706, 1.45954, 0.44725)
H (2.47691, 0.67008, 1.61490)
H (1.84898, 1.96321, 0.67601)



No. 2
Entry from the OMol25 dataset: an isolated molecule of C2H5NS2 in a non-equilibrium geometry (ωB97M-V with the def2-TZVPD basis set).

Results
Orbital gap (alpha / beta)   0.266 / 0.266 hartree
F_max   3.95 eV/A
Relative energy (zero: lowest compared OMol25 entry of this formula, charge and spin)   116.13 kcal per mole

Element x y z (Å)
C (-0.08457, 0.22291, 0.16048)
C (-1.56711, 0.62232, -0.21857)
N (1.98838, -1.98514, 0.36691)
S (1.10213, 1.64499, 0.30657)
S (1.32611, -0.31025, -0.74848)
H (-0.21185, -0.41883, 1.02816)
H (-1.92448, 1.52701, 0.48178)
H (-2.14670, -0.29851, -0.30679)
H (-1.47928, 0.88855, -1.25312)
H (2.99737, -1.89306, 0.18307)



No. 3
Entry from the OMol25 dataset: a cluster of 2 separate species, C8H10INO4S in total in a non-equilibrium geometry (ωB97M-V with the def2-TZVPD basis set).

Results
SMILES   CS(=O)(=O)C(=O)OCI.c1ccncc1
Orbital gap   0.352 hartree
F_max   1.66 eV/A
Relative energy (zero: lowest compared OMol25 entry of this formula, charge and spin)   0.00 kcal per mole

Element x y z (Å)
C (3.82180, 0.43184, -1.36844)
S (3.11024, 2.07068, -1.31745)
O (4.01740, 2.92854, -0.63977)
O (2.76335, 2.44111, -2.65470)
C (1.52725, 2.03285, -0.35112)
O (1.23775, 3.04576, 0.21418)
O (0.78053, 0.90680, -0.25591)
C (0.51766, 0.23271, -1.46702)
I (-1.06393, 1.10563, -2.60204)
H (4.86435, 0.54656, -1.60657)
H (3.64505, -0.07616, -0.43197)
H (3.34553, -0.12851, -2.15572)
H (0.20832, -0.75850, -1.21803)
H (1.37243, 0.17054, -2.11854)
C (-3.27893, -1.83587, 2.57710)
C (-3.52143, -2.32531, 1.30492)
C (-2.86370, -1.73477, 0.23782)
N (-2.00980, -0.71937, 0.36047)
C (-1.79241, -0.25782, 1.59334)
C (-2.39663, -0.77959, 2.72724)
H (-3.77189, -2.26942, 3.43771)
H (-4.20519, -3.14656, 1.14131)
H (-3.02408, -2.08849, -0.77545)
H (-1.10281, 0.57245, 1.66658)
H (-2.18085, -0.36508, 3.70206)



No. 4
Entry from the OMol25 dataset: a structure of composition C23H24N4O8PbSe in a non-equilibrium geometry (ωB97M-V with the def2-TZVPD basis set).

Results
Orbital gap (alpha / beta)   0.208 / 0.208 hartree
F_max   2.37 eV/A

Element x y z (Å)
Pb (-0.40235, 0.38893, -1.65873)
C (3.01455, 2.12733, -1.16143)
N (2.79905, 0.74043, -0.82703)
C (3.54525, -0.18577, -1.64903)
C (2.40305, 0.34923, 0.42647)
C (2.99005, -0.76637, 1.03437)
C (2.70615, -1.11457, 2.33237)
C (1.73525, -0.41617, 3.04477)
C (1.06975, 0.61823, 2.44557)
C (1.39075, 1.06953, 1.14097)
N (0.65695, 1.99553, 0.46517)
C (-0.16315, 2.83323, 1.07467)
C (-0.04525, 3.18713, 2.46147)
C (-1.11605, 3.61893, 3.17037)
C (-2.38395, 3.68663, 2.53857)
C (-2.49975, 3.55953, 1.19167)
C (-1.35005, 3.33403, 0.37077)
N (-1.38085, 3.69183, -0.90713)
C (-2.62095, 3.89003, -1.62393)
C (-0.19705, 3.99403, -1.66853)
H (4.08065, 2.29393, -1.35513)
H (2.45935, 2.40293, -2.05923)
H (2.70225, 2.76513, -0.33883)
H (4.57765, -0.32177, -1.30423)
H (3.03905, -1.15147, -1.65763)
H (3.57405, 0.20133, -2.66713)
H (3.71205, -1.35197, 0.49117)
H (3.21515, -1.95197, 2.78627)
H (1.46605, -0.73187, 4.04027)
H (0.20165, 1.03003, 2.93227)
H (0.92855, 3.09623, 2.92107)
H (-1.02405, 3.87493, 4.21487)
H (-3.25595, 3.91093, 3.13467)
H (-3.46155, 3.67043, 0.72207)
H (-3.10585, 4.82413, -1.33963)
H (-2.41485, 3.91133, -2.69223)
H (-3.31215, 3.06163, -1.42463)
H (-0.28345, 5.02223, -2.03763)
H (0.68705, 3.90883, -1.04563)
H (-0.09385, 3.32903, -2.53013)
O (-2.63625, -0.09207, -2.17513)
Se (-3.28725, 0.33013, -0.70033)
O (-3.84565, -0.89017, 0.09067)
O (-1.89695, 1.00763, 0.00847)
O (-4.32945, 1.51283, -0.86333)
O (0.00915, -1.92447, 1.32027)
C (-0.05105, -2.28187, 0.16457)
O (0.23725, -1.55467, -0.86993)
C (-0.35535, -3.71457, -0.19463)
C (-1.11595, -4.01297, -1.31973)
C (-1.28585, -5.32957, -1.69833)
C (-0.68995, -6.33597, -0.94563)
C (0.02555, -6.04917, 0.21247)
C (0.17725, -4.73137, 0.59017)
N (-0.82035, -7.70607, -1.36253)
O (-1.41175, -7.93247, -2.39773)
O (-0.32275, -8.56237, -0.65953)
H (-1.56605, -3.21117, -1.88413)
H (-1.85285, -5.60417, -2.57333)
H (0.45735, -6.85727, 0.78297)
H (0.71785, -4.45577, 1.48247)



Q: Which of these has the highest F_max?
A: C2H5NS2